Entry 1:
25
Properties=species:S:1:pos:R:3:forces:R:3 method="wB97M-V/def2-TZVPD" homo_lumo_gap_ev="7.82 / 7.82" e_above_lowest_kcal_mol=44.4 total_energy_ev=-20096.1685
C 0.986 -0.071 -2.444 1.28 -0.48 0.14
C 0.232 -0.227 0.559 -1.11 0.26 -1.91
H 1.604 -0.836 -2.994 0.02 0.77 0.42
H 1.656 0.663 -1.920 -0.07 -0.38 -0.36
N 2.272 -1.230 0.818 0.51 -0.62 0.15
H -4.268 -1.546 0.067 1.84 1.36 0.00
H -3.792 -0.203 1.207 0.18 -0.53 -1.03
O -1.674 0.833 1.551 0.63 0.56 0.08
H -1.805 -1.366 -0.699 0.12 0.58 0.64
H 0.765 2.701 -0.083 0.21 -0.84 -0.06
H 0.462 0.483 -3.222 -0.48 0.28 0.04
H -3.977 0.161 -0.485 0.22 0.00 -0.40
C -1.285 0.024 0.732 -0.87 -1.19 0.05
C -3.581 -0.609 0.174 -1.98 -0.30 2.00
C 2.450 0.128 0.787 -0.05 2.19 -0.28
O 0.411 -2.645 0.748 0.42 0.45 0.30
O 3.366 0.909 0.754 0.92 -1.73 0.25
H 3.002 -1.951 0.828 -0.46 0.79 -0.02
C 0.910 -1.555 0.740 -0.35 -0.46 -0.84
O 0.193 -0.745 -1.553 -1.00 -0.03 2.10
N -2.159 -0.805 0.089 1.30 -0.59 -1.23
C 0.995 2.160 0.851 0.70 1.59 0.25
H 0.147 2.349 1.490 -0.07 0.05 0.40
H 1.943 2.661 1.249 -1.39 -1.19 -0.41
N 1.150 0.716 0.760 -0.53 -0.54 -0.28

---

Entry 2:
46
Properties=species:S:1:pos:R:3:forces:R:3 method="wB97M-V/def2-TZVPD" homo_lumo_gap_ev=9.57 e_above_lowest_kcal_mol=0.0 smiles="CCOC(=O)N1CCN(C(=O)COC(=O)Cc2ccc(Cl)cc2)CC1" total_energy_ev=-43711.5160
H -1.479 1.587 -1.542 -0.10 -0.01 0.12
C -6.805 -0.352 -0.283 -0.48 -0.14 0.22
H 5.943 -2.070 -1.728 0.02 -0.08 -0.05
C 0.361 0.783 -0.131 0.26 -0.09 0.31
O -5.403 -0.272 -0.542 0.30 0.00 -0.07
H 7.868 -0.130 1.554 0.08 -0.03 0.05
O -4.989 -1.280 1.442 -0.33 -0.08 0.31
H 1.359 -0.801 1.001 -0.03 0.10 0.04
H -2.620 1.834 -0.191 -0.01 -0.02 -0.03
O 2.690 0.562 0.363 -0.06 -0.36 0.00
H -7.245 0.447 -0.884 0.06 -0.07 0.10
C -4.600 -0.814 0.397 0.06 -0.04 -0.15
C 1.406 0.282 0.882 -0.06 0.30 -0.04
H -3.609 0.199 -1.773 0.14 -0.05 0.00
N -3.295 -0.798 0.023 0.07 0.00 -0.11
H -2.130 0.731 1.930 0.08 -0.07 0.05
H -6.926 -2.485 -0.053 -0.02 -0.07 0.04
Cl 8.076 -2.549 0.082 0.13 -0.16 0.02
C 6.239 0.937 0.656 -0.09 -0.01 -0.14
H -6.981 -0.161 0.781 0.01 0.06 -0.20
C -2.279 -1.195 0.970 -0.02 0.04 0.44
H 6.326 1.777 1.330 0.01 0.10 0.07
H 3.980 2.218 -1.479 0.01 0.06 0.01
C 6.022 -1.225 -1.063 0.05 -0.04 0.02
H -2.131 -0.793 -1.692 -0.03 0.08 -0.03
C 4.302 2.091 -0.443 -0.21 -0.10 0.13
C 6.993 -1.209 -0.075 -0.13 0.20 0.02
C 7.108 -0.131 0.788 0.05 -0.14 -0.01
H -1.617 -1.926 0.493 0.01 0.02 0.05
N -0.933 0.694 0.239 -0.34 0.15 -0.07
O 2.414 2.715 0.922 -0.09 0.00 0.03
C -2.781 -0.106 -1.138 0.01 0.38 -0.17
H 1.274 0.793 1.842 -0.04 -0.18 -0.12
H -8.446 -1.712 -0.523 -0.14 -0.03 0.00
H -0.673 -0.269 2.088 0.01 0.03 0.02
H 4.400 -0.159 -1.949 -0.10 0.00 -0.09
C -1.466 0.032 1.408 -0.08 -0.39 0.07
C 3.034 1.858 0.355 0.25 0.42 0.03
C 5.260 0.942 -0.330 0.19 -0.01 -0.08
O 0.713 1.252 -1.192 0.16 0.04 -0.25
H -7.155 -1.923 -1.717 -0.04 -0.03 -0.10
H 4.747 3.026 -0.099 -0.10 -0.05 -0.04
C -1.966 1.112 -0.690 -0.03 -0.07 -0.45
C -7.370 -1.710 -0.672 0.32 0.28 0.07
H -2.777 -1.653 1.826 0.12 0.01 -0.10
C 5.162 -0.149 -1.184 0.12 0.07 0.08

---

Entry 3:
34
Properties=species:S:1:pos:R:3:forces:R:3 method="wB97M-V/def2-TZVPD" homo_lumo_gap_ev=7.07 charge=-1 e_above_lowest_kcal_mol=250.1 total_energy_ev=-42372.8292
H -5.600 0.965 -0.637 1.81 0.12 -1.22
H 7.003 2.187 -0.154 -0.28 0.11 0.07
O -0.911 -1.057 2.843 2.79 0.86 -7.64
H 4.980 -1.498 -0.968 -2.33 -0.16 1.31
C 1.495 -0.053 -0.162 2.73 -2.77 0.46
Cl 5.105 0.909 -0.739 2.64 2.17 0.75
C 3.446 -2.496 0.716 -2.47 2.81 -1.12
C 3.942 -1.395 -0.435 -4.06 -0.58 1.60
C 5.950 2.411 -0.345 0.69 0.11 -0.43
C 0.994 -1.159 0.987 2.57 -0.25 -1.05
C -4.681 0.893 -1.359 -0.38 0.43 -1.41
H -5.501 -1.632 0.737 -0.21 0.13 0.46
H -3.438 -1.780 2.310 -0.28 -0.11 -0.16
H -2.538 1.643 -1.582 -2.06 1.03 0.80
H -5.078 1.088 -2.466 0.69 -0.34 2.18
C -0.557 -0.892 1.554 -1.49 -0.10 3.77
H 4.141 -3.391 1.006 -1.38 2.01 -0.72
O -4.158 -0.489 -1.358 -0.09 1.68 2.62
H -1.506 0.818 0.382 -0.21 -2.12 0.08
H -3.305 2.143 0.067 -0.60 -0.20 -2.29
H 1.578 -3.174 2.269 0.92 1.78 -1.92
H -1.208 -0.751 -0.656 -0.83 0.89 2.11
Cl 5.254 3.175 1.089 0.04 0.04 -0.01
C -3.534 2.048 -1.086 0.41 -0.73 0.55
H 5.867 3.098 -1.190 -0.06 -0.12 0.27
H -3.818 3.114 -1.492 0.42 -2.18 0.59
H 0.782 0.831 -0.489 1.56 -2.18 0.91
H -3.252 -2.741 -0.066 0.12 -0.39 0.20
C 1.951 -2.405 1.459 1.25 3.64 -3.44
Nb -3.750 -1.119 0.656 -0.21 0.39 -3.29
C -1.622 -0.350 0.385 3.35 0.07 0.75
H -4.212 0.542 1.311 -0.12 0.09 0.50
H 3.218 0.665 -1.697 -1.15 -2.43 1.65
C 2.961 -0.148 -0.890 -3.81 -3.68 3.09

---

Entry 4:
14
Properties=species:S:1:pos:R:3:forces:R:3 method="wB97M-V/def2-TZVPD" homo_lumo_gap_ev=9.30 e_above_lowest_kcal_mol=56.2 smiles=C[C@H]1CN1C total_energy_ev=-5781.3764
C -1.275 0.513 -1.556 0.06 0.00 0.15
H -2.035 -0.278 -1.490 0.13 0.22 0.02
H -1.794 1.478 -1.399 0.39 -0.10 0.31
H -0.174 -1.745 1.760 -0.20 -0.51 0.48
H 1.206 -1.908 0.712 -0.69 1.16 -0.25
H 1.380 -1.010 2.197 -0.64 0.46 -0.33
C 0.659 -1.184 1.370 -0.95 0.32 0.16
N -0.184 0.116 -0.684 0.33 -1.24 -0.15
C -0.014 0.145 0.749 0.25 -1.00 0.57
H -0.744 0.668 1.385 0.44 -0.14 -0.30
H 1.169 1.858 -0.343 -0.16 -0.48 0.42
C 0.972 0.795 -0.157 -0.08 -0.04 0.20
H 1.747 0.045 0.052 1.10 1.30 -1.60
H -0.914 0.506 -2.595 0.02 0.04 0.34

---

Entry 5:
14
Properties=species:S:1:pos:R:3:forces:R:3 method="wB97M-V/def2-TZVPD" homo_lumo_gap_ev=9.72 e_above_lowest_kcal_mol=52.0 total_energy_ev=-8833.9458
C 0.639 0.502 -1.168 0.30 0.22 -0.55
H -0.294 -1.637 2.306 -0.05 0.12 -0.09
C -0.304 -0.177 0.749 0.28 0.03 -0.11
H -0.033 0.023 2.867 -0.06 -0.07 -0.19
O -1.116 -0.706 -0.205 0.30 -0.34 -0.33
C -0.592 -0.594 2.159 0.02 0.04 -0.10
C 0.715 0.598 0.283 0.03 -0.05 -0.02
H -1.434 0.577 -1.780 0.10 0.06 0.11
H 1.503 1.009 0.901 -0.15 0.00 -0.11
C -0.666 -0.133 -1.462 0.25 0.30 -0.62
H 2.133 1.092 -2.368 0.65 0.18 0.71
H -0.190 -0.579 -2.407 -2.21 -1.47 1.24
H -1.658 -0.523 2.396 0.13 0.04 -0.18
N 1.296 0.547 -2.271 0.40 0.95 0.23

---

Please write out number 1 again, unchanged.
25
Properties=species:S:1:pos:R:3:forces:R:3 method="wB97M-V/def2-TZVPD" homo_lumo_gap_ev="7.82 / 7.82" e_above_lowest_kcal_mol=44.4 total_energy_ev=-20096.1685
C 0.986 -0.071 -2.444 1.28 -0.48 0.14
C 0.232 -0.227 0.559 -1.11 0.26 -1.91
H 1.604 -0.836 -2.994 0.02 0.77 0.42
H 1.656 0.663 -1.920 -0.07 -0.38 -0.36
N 2.272 -1.230 0.818 0.51 -0.62 0.15
H -4.268 -1.546 0.067 1.84 1.36 0.00
H -3.792 -0.203 1.207 0.18 -0.53 -1.03
O -1.674 0.833 1.551 0.63 0.56 0.08
H -1.805 -1.366 -0.699 0.12 0.58 0.64
H 0.765 2.701 -0.083 0.21 -0.84 -0.06
H 0.462 0.483 -3.222 -0.48 0.28 0.04
H -3.977 0.161 -0.485 0.22 0.00 -0.40
C -1.285 0.024 0.732 -0.87 -1.19 0.05
C -3.581 -0.609 0.174 -1.98 -0.30 2.00
C 2.450 0.128 0.787 -0.05 2.19 -0.28
O 0.411 -2.645 0.748 0.42 0.45 0.30
O 3.366 0.909 0.754 0.92 -1.73 0.25
H 3.002 -1.951 0.828 -0.46 0.79 -0.02
C 0.910 -1.555 0.740 -0.35 -0.46 -0.84
O 0.193 -0.745 -1.553 -1.00 -0.03 2.10
N -2.159 -0.805 0.089 1.30 -0.59 -1.23
C 0.995 2.160 0.851 0.70 1.59 0.25
H 0.147 2.349 1.490 -0.07 0.05 0.40
H 1.943 2.661 1.249 -1.39 -1.19 -0.41
N 1.150 0.716 0.760 -0.53 -0.54 -0.28